# 1
The following is a DFT calculation (the ωB97M-V functional and the def2-TZVPD basis) of 2 unconnected molecules or ions with the total composition C4H10O2 at a distorted geometry.

Properties
total energy: -308.7412 a.u.
ΔE to the lowest compared entry with this formula, charge and spin: 98.5 kcal/mol
structure (SMILES): C=C(C)C.OO
gap between HOMO and LUMO: 10.3 eV

Structure (ORCA input):
```
! RIJCOSX wB97M-V def2-TZVPD def2/J DEFGRID3
* xyz 0 1
C -0.20639 -0.48212 -1.51828
C -0.11380 -1.23203 0.98765
C -0.70052 -0.23639 -0.12674
C -1.70260 0.59401 0.17570
H 0.84405 -0.78806 -1.51001
H -0.79298 -1.26812 -2.00343
H -0.27388 0.43218 -2.11673
H -0.46250 -2.22812 0.70597
H 0.97754 -1.31125 0.97683
H -0.52255 -1.01555 1.97814
H -2.09320 0.68924 1.18325
H -2.17501 1.19191 -0.59856
O 1.39851 1.59096 1.03632
O 2.25497 1.26285 -0.09007
H 2.77309 2.08668 -0.11665
H 0.79525 0.71379 1.03659
*
```

***

# 2
The following is a DFT calculation (the ωB97M-V functional and the def2-TZVPD basis) of 2 unconnected molecules or ions with the total composition C9H11I2N2 at a distorted geometry.

Properties
total energy: -1054.0878 a.u.
ΔE to the lowest compared entry with this formula, charge and spin: 50.5 kcal/mol
gap between HOMO and LUMO: 7.2 eV

Structure (ORCA input):
```
! RIJCOSX wB97M-V def2-TZVPD def2/J DEFGRID3
* xyz 1 1
C 0.14703 2.32527 1.24448
C -1.48613 1.36343 -0.09595
C -0.81062 2.38857 2.24324
C -2.22635 1.24836 1.09012
C -0.14808 1.61118 0.04799
C 0.74239 -3.12102 -2.18139
C 1.34485 -2.58809 -1.09923
C 0.81980 1.22476 -0.99632
C 1.35306 -1.23933 -0.58787
N -1.92871 1.73271 2.29038
N 0.82485 -0.19568 -1.22218
I -0.98433 -2.77401 1.57584
I 2.47549 -0.61132 1.09405
H 1.03638 2.67547 1.59473
H -1.83867 0.94397 -0.98643
H -0.68418 2.83698 3.18121
H -3.12024 0.65638 0.83457
H 1.11147 -4.00681 -2.68220
H -0.12066 -2.55724 -2.69602
H 1.96431 -3.29260 -0.57586
H 0.69589 1.78919 -1.92459
H 1.86372 1.54421 -0.67410
H 0.03140 -0.47791 -1.87020
H -1.06268 -1.47646 2.39574
*
```

***

# 3
The following is a DFT calculation (the ωB97M-V functional and the def2-TZVPD basis) of a molecular structure, C22H27N9Pd.

Properties
total energy: -1475.2337 a.u.
ΔE to the lowest compared entry with this formula, charge and spin: 8.6 kcal/mol
gap between HOMO and LUMO: 6.4 eV

Structure (ORCA input):
```
! RIJCOSX wB97M-V def2-TZVPD def2/J DEFGRID3
* xyz 0 1
Pd 0.43275 0.13416 0.32747
C -2.57631 0.69612 0.73042
N -1.37777 1.23093 0.05634
C -1.49129 1.55260 -1.37252
C -1.23596 0.36786 -2.25529
N -1.68413 -0.83327 -2.05307
C -1.16204 -1.59783 -3.08320
C -1.28438 -2.96482 -3.32408
C -0.62362 -3.48298 -4.42136
C 0.14396 -2.66669 -5.26655
C 0.27502 -1.30881 -5.03991
C -0.39153 -0.79507 -3.93388
N -0.49105 0.47683 -3.39928
C -2.74197 -0.79144 0.65505
N -1.99701 -1.65753 1.27219
C -2.45492 -2.89126 0.83346
C -1.97707 -4.17077 1.11028
C -2.60154 -5.24078 0.49755
C -3.68855 -5.05375 -0.37039
C -4.18466 -3.79217 -0.64427
C -3.54780 -2.72153 -0.02791
N -3.75393 -1.35969 -0.07250
H -3.48290 1.18128 0.34441
H -2.47594 0.95647 1.78337
H -1.12011 2.08271 0.54207
H -0.71109 2.28744 -1.57361
H -2.46078 2.01069 -1.62120
H -1.87225 -3.58610 -2.65903
H -0.69326 -4.54131 -4.63647
H 0.64746 -3.11154 -6.11484
H 0.86985 -0.68456 -5.69407
H 0.02853 1.28718 -3.68523
H -1.13631 -4.31156 1.77767
H -2.24778 -6.24585 0.68704
H -4.14855 -5.91677 -0.83409
H -5.02265 -3.64987 -1.31471
H -4.24985 -0.87983 -0.80270
C 1.46845 -2.46664 1.03752
N 2.06553 -1.19343 0.55076
C 2.73151 -1.47814 -0.74400
N 3.75449 -2.51049 -0.61399
C 3.11863 -3.72848 -0.10420
N 2.47539 -3.51155 1.19371
C 3.49139 -3.03842 2.13616
N 4.13571 -1.80353 1.68031
C 3.10737 -0.78034 1.51856
C 4.74041 -2.06174 0.37153
H 0.71026 -2.78192 0.31980
H 0.97655 -2.26939 1.98997
H 3.18360 -0.55370 -1.10476
H 1.96925 -1.80027 -1.45462
H 3.87715 -4.50705 0.00024
H 2.36645 -4.06276 -0.82153
H 4.25308 -3.81163 2.25623
H 3.02017 -2.85621 3.10390
H 3.55864 0.14481 1.15923
H 2.62404 -0.58763 2.47620
H 5.50851 -2.83010 0.48082
H 5.21086 -1.14463 0.01100
*
```

***

# 4
The following is a DFT calculation (the ωB97M-V functional and the def2-TZVPD basis) of a molecular structure, C20H15AuCl2O2PS.

Properties
total energy: -2716.9705 a.u.
ΔE to the lowest compared entry with this formula, charge and spin: 5.2 kcal/mol
gap between HOMO and LUMO (alpha / beta): 8.4 / 5.9 eV

Structure (ORCA input):
```
! RIJCOSX wB97M-V def2-TZVPD def2/J DEFGRID3
* xyz 1 3
Au 2.11459 -0.13174 -1.70397
O 3.12500 -3.03130 0.37138
C 2.44440 -2.69001 -0.55502
O 2.86074 -2.00390 -1.60660
C 0.95863 -3.04254 -0.66698
P 0.02691 -1.51099 -0.91948
C -1.55031 -1.88041 -1.65152
C -2.74429 -1.43265 -1.08568
C -3.94783 -1.76514 -1.68440
C -3.96304 -2.52465 -2.84547
C -2.77442 -2.95687 -3.42026
C -1.56714 -2.63129 -2.83175
C -0.15127 -0.66079 0.65179
C -0.68973 0.62902 0.65308
C -0.82085 1.32591 1.83861
C -0.39816 0.74975 3.03059
C 0.14786 -0.52443 3.03502
C 0.26985 -1.23602 1.85012
H 0.58212 -3.60091 0.19107
H 0.81751 -3.65318 -1.56127
H -2.73786 -0.85194 -0.17332
H -4.87587 -1.43456 -1.23969
H -4.90656 -2.78174 -3.30717
H -2.78953 -3.54261 -4.32808
H -0.64210 -2.95540 -3.29240
H -1.01757 1.08486 -0.27511
H -1.25363 2.31745 1.83593
H -0.49822 1.29595 3.95864
H 0.47904 -0.97148 3.96175
H 0.71779 -2.21962 1.87397
Cl 3.30881 0.80537 0.83877
C 2.49765 2.32533 0.83011
C 2.59883 3.06561 1.98958
C 2.01920 4.32395 2.07841
C 1.33455 4.86465 1.00167
C 1.22656 4.13532 -0.16276
Cl 0.36117 4.84272 -1.46731
C 1.78728 2.82422 -0.30063
S 1.49866 2.04921 -1.78785
H 3.14942 2.65704 2.82435
H 2.11270 4.89158 2.99399
H 0.88908 5.84625 1.05788
*
```